1.
{"formula": "C10H23AuN7", "method": "ωB97M-V/def2-TZVPD", "symbols": ["Au", "N", "C", "C", "N", "C", "C", "N", "C", "C", "N", "H", "H", "H", "H", "H", "H", "H", "H", "H", "H", "H", "H", "H", "H", "H", "H", "H", "H", "N", "C", "C", "N", "C", "C", "N", "H", "H", "H", "H", "H"], "positions_angstrom": [[-0.065, -1.011, -0.152], [-0.085, -2.156, -2.193], [-0.545, -1.251, -3.282], [0.166, 0.079, -3.220], [-0.106, 0.744, -1.927], [-1.433, 1.383, -1.866], [-2.119, 1.103, -0.551], [-2.196, -0.375, -0.279], [0.982, 1.577, -1.376], [2.265, 0.799, -1.159], [2.110, -0.447, -0.311], [-0.676, -2.984, -2.139], [0.847, -2.486, -2.412], [-0.388, -1.717, -4.259], [-1.621, -1.125, -3.182], [1.239, -0.095, -3.298], [-0.088, 0.690, -4.095], [-1.400, 2.462, -2.045], [-2.039, 0.986, -2.682], [-1.579, 1.541, 0.291], [-3.128, 1.532, -0.559], [-2.748, -0.546, 0.555], [-2.694, -0.852, -1.030], [1.217, 2.446, -1.992], [0.638, 1.946, -0.412], [2.730, 0.497, -2.092], [2.984, 1.462, -0.671], [2.661, -1.207, -0.706], [2.520, -0.297, 0.597], [1.380, 1.205, 4.913], [0.647, 0.322, 4.238], [0.619, 0.281, 2.821], [-0.117, -0.660, 2.183], [-0.825, -1.515, 2.925], [-0.814, -1.427, 4.370], [-0.085, -0.555, 5.012], [1.999, 1.881, 4.469], [1.386, 1.174, 5.947], [1.179, 0.973, 2.197], [-1.414, -2.254, 2.396], [-1.407, -2.119, 4.974]], "atomic_forces_ev_per_a": [[0.0020, 0.6209, -0.5254], [-0.1963, 0.2567, 0.0795], [-0.2056, -0.4396, -0.0495], [0.3531, 0.3253, 0.2886], [0.1572, 0.0987, -0.2571], [0.1318, -0.1864, -0.2428], [-0.4579, -0.1117, 0.2972], [0.1140, -0.0750, -0.2010], [-0.1441, -0.4412, -0.1326], [0.4215, -0.1229, 0.2328], [-0.3463, -0.0976, -0.3413], [0.0612, 0.0476, -0.0382], [0.1611, -0.1854, -0.0116], [0.0822, 0.0326, 0.0779], [-0.1010, -0.0076, 0.0369], [0.0114, -0.0212, -0.0317], [-0.1671, 0.0423, 0.1970], [0.1526, 0.0110, 0.1012], [-0.0415, -0.0469, 0.0271], [-0.0110, 0.0833, -0.0417], [0.1445, -0.0658, 0.0364], [-0.0453, 0.0425, 0.0654], [0.0470, 0.0799, 0.0259], [-0.0362, 0.0848, -0.1501], [-0.1192, 0.2030, 0.1054], [-0.0270, 0.0170, -0.0823], [-0.0218, -0.0550, -0.0609], [-0.0533, 0.0643, -0.0360], [0.1222, 0.0368, 0.2725], [-0.1577, -0.4507, 0.0419], [0.0174, 0.0463, 1.3201], [-0.5096, -0.7418, -0.9008], [0.3953, 0.2508, 0.5619], [0.2971, 0.6115, 0.3227], [0.2354, 0.0393, 0.2697], [-0.0544, 0.1118, -0.8999], [-0.1494, -0.0455, 0.0165], [-0.1212, -0.0472, -0.5293], [-0.0485, 0.0068, 0.1990], [0.0012, -0.0953, 0.1704], [0.1060, 0.1234, -0.2137]], "mulliken_charge": [1.09, -0.48, -0.79, -0.60, 0.60, -0.89, -0.72, -0.45, -0.72, -0.82, -0.58, 0.29, 0.28, 0.49, 0.33, 0.29, 0.35, 0.38, 0.43, 0.28, 0.50, 0.31, 0.24, 0.42, 0.32, 0.42, 0.46, 0.30, 0.25, -0.20, 0.51, -0.26, -0.13, -0.07, -0.38, -0.40, 0.27, 0.34, 0.39, 0.52, 0.42], "molar_mass_g_mol": 438.31, "multiplicity": 3, "total_charge": 3, "lumo_energy_ev": [-10.884, -13.742], "e_homo_ha": [-0.674, -0.671]}

***

2.
{"formula": "C36H37IrN9O3STe", "method": "ωB97M-V/def2-TZVPD", "symbols": ["Ir", "N", "N", "C", "N", "N", "N", "O", "O", "H", "H", "H", "H", "H", "N", "C", "C", "C", "C", "C", "C", "S", "N", "C", "C", "C", "C", "C", "C", "N", "H", "H", "H", "H", "H", "H", "H", "H", "H", "C", "C", "C", "C", "C", "C", "Te", "N", "C", "O", "C", "C", "C", "C", "C", "C", "C", "C", "C", "C", "C", "C", "C", "C", "C", "C", "H", "H", "H", "H", "H", "H", "H", "H", "H", "H", "H", "H", "H", "H", "H", "H", "H", "H", "H", "H", "H", "H", "H"], "positions_angstrom": [[1.141, 0.599, 0.813], [1.785, -1.388, 1.262], [2.086, -1.616, 2.625], [1.950, -0.624, 3.550], [2.139, -0.946, 4.819], [1.663, 0.565, 3.038], [1.599, 1.680, 3.856], [1.328, 2.706, 3.279], [1.705, 1.564, 5.065], [0.960, -1.932, 1.008], [2.564, -1.710, 0.689], [2.157, -2.575, 2.928], [2.372, -1.884, 5.097], [2.072, -0.208, 5.507], [1.187, 4.685, -0.077], [-0.097, 5.260, -0.273], [-0.192, 6.589, -0.639], [-1.441, 7.163, -0.843], [-2.586, 6.400, -0.693], [-2.485, 5.060, -0.334], [-1.242, 4.494, -0.117], [-1.176, 2.803, 0.416], [0.509, 2.476, 0.319], [1.418, 3.384, 0.151], [2.821, 2.901, 0.224], [3.929, 3.675, -0.066], [5.194, 3.121, 0.062], [5.309, 1.807, 0.479], [4.155, 1.088, 0.735], [2.937, 1.611, 0.602], [1.967, 5.319, -0.073], [0.707, 7.180, -0.765], [-1.511, 8.204, -1.122], [-3.560, 6.839, -0.852], [-3.379, 4.460, -0.215], [3.825, 4.697, -0.401], [6.073, 3.710, -0.159], [6.274, 1.337, 0.601], [4.201, 0.058, 1.062], [-3.002, -6.049, -4.106], [-2.640, -4.769, -3.411], [-2.756, -4.634, -2.033], [-2.444, -3.464, -1.350], [-2.711, -3.483, 0.138], [-1.970, -2.377, -2.104], [-1.262, -0.498, -1.422], [-0.685, -0.312, 0.561], [-1.953, -0.328, 1.042], [-2.830, -0.626, 0.157], [-2.362, -0.076, 2.431], [-3.562, -0.627, 2.877], [-3.970, -0.421, 4.184], [-3.200, 0.356, 5.039], [-2.020, 0.935, 4.587], [-1.599, 0.714, 3.288], [0.758, -1.005, -1.906], [1.433, 0.051, -2.528], [2.771, -0.062, -2.876], [3.439, -1.248, -2.611], [2.764, -2.308, -2.020], [1.418, -2.213, -1.667], [0.718, -3.406, -1.075], [-1.825, -2.486, -3.498], [-1.265, -1.422, -4.419], [-2.181, -3.675, -4.125], [-3.366, -6.795, -3.402], [-2.137, -6.463, -4.625], [-3.778, -5.876, -4.852], [-3.131, -5.473, -1.459], [-3.069, -4.471, 0.421], [-3.469, -2.757, 0.409], [-1.825, -3.285, 0.748], [-4.166, -1.212, 2.198], [-4.896, -0.856, 4.534], [-3.531, 0.528, 6.054], [-1.443, 1.574, 5.244], [-0.714, 1.200, 2.908], [0.911, 0.980, -2.737], [3.280, 0.758, -3.364], [4.480, -1.360, -2.886], [3.285, -3.245, -1.851], [1.411, -4.039, -0.516], [0.267, -4.026, -1.852], [-0.091, -3.101, -0.413], [-1.111, -0.435, -3.984], [-1.941, -1.277, -5.262], [-0.304, -1.747, -4.820], [-2.083, -3.742, -5.203]], "atomic_forces_ev_per_a": [[0.2706, 0.0013, -0.2230], [-0.0252, 0.0370, 0.1275], [0.0610, -0.0274, 0.0095], [0.0530, -0.0409, 0.0043], [0.0253, -0.0659, -0.0123], [0.1722, 0.1143, 0.0669], [-0.8797, -0.1977, 0.0081], [0.3385, 0.0744, -0.0174], [0.2824, 0.1887, 0.0751], [-0.0028, -0.0217, -0.0070], [-0.0099, 0.0351, -0.0251], [-0.0439, -0.0076, -0.0099], [0.0148, -0.0136, -0.0187], [-0.0161, -0.0201, -0.0130], [-0.0244, 0.0390, 0.0698], [0.0076, -0.0348, -0.0167], [-0.0306, 0.0148, -0.0199], [0.0082, -0.0179, 0.0069], [0.0048, -0.0145, 0.0076], [-0.0090, 0.0175, -0.0283], [0.0160, -0.0372, -0.0064], [0.0783, 0.1118, 0.0163], [0.0675, -0.0289, -0.0201], [-0.0011, -0.0810, 0.0022], [-0.0962, 0.0001, 0.0051], [-0.0137, -0.0072, 0.0228], [-0.0027, -0.0226, 0.0089], [-0.0041, 0.0168, 0.0041], [0.0084, 0.0154, 0.0053], [0.0413, 0.0134, 0.0252], [-0.0075, 0.0046, -0.0087], [0.0010, 0.0034, -0.0017], [-0.0002, 0.0023, 0.0012], [-0.0021, -0.0007, 0.0016], [-0.0067, 0.0026, -0.0033], [0.0165, -0.0010, 0.0026], [0.0013, 0.0019, -0.0015], [-0.0010, -0.0021, 0.0012], [0.0049, -0.0037, -0.0172], [0.0016, -0.0080, -0.0024], [0.0058, 0.0326, 0.0273], [-0.0303, 0.0265, 0.0015], [-0.3846, 0.0564, 0.0366], [0.1326, -0.0237, -0.0636], [0.0048, -0.1264, -0.2003], [0.1458, -0.5326, -0.0130], [-1.2421, -0.1883, 0.1493], [0.4016, -0.0961, -0.6494], [0.1781, 0.3996, 0.6774], [0.0559, -0.0412, 0.0001], [-0.0040, -0.0320, 0.0036], [-0.0015, -0.0067, -0.0091], [0.0119, 0.0140, 0.0025], [-0.0137, -0.0008, 0.0198], [-0.0074, 0.0111, -0.0183], [0.1050, 0.6032, -0.1765], [0.1535, -0.0799, 0.1219], [-0.0147, 0.0080, -0.0109], [0.0057, 0.0076, -0.0043], [0.0050, -0.0034, 0.0200], [-0.0879, -0.0949, -0.0579], [0.1638, -0.0460, 0.1183], [0.0791, 0.0122, -0.0269], [-0.0724, 0.0336, -0.0135], [0.0315, -0.0410, 0.0562], [-0.0013, 0.0006, 0.0005], [-0.0040, -0.0031, -0.0068], [-0.0005, 0.0015, 0.0010], [0.0109, -0.0156, -0.0006], [0.0234, -0.0087, 0.0140], [-0.0451, 0.0168, 0.0071], [0.0280, 0.1304, -0.0434], [0.0002, -0.0004, 0.0025], [-0.0032, 0.0009, -0.0020], [0.0019, -0.0016, 0.0023], [0.0050, -0.0028, -0.0035], [0.0262, 0.0240, -0.0021], [-0.0165, 0.0044, -0.0129], [0.0020, 0.0019, -0.0016], [0.0035, -0.0044, -0.0006], [-0.0015, -0.0028, -0.0005], [0.0419, 0.0075, -0.0377], [0.0014, 0.0173, 0.0053], [0.0332, -0.0978, 0.0499], [-0.0546, -0.0156, 0.0013], [0.0015, -0.0175, -0.0042], [0.0257, 0.0255, 0.0227], [0.0018, 0.0073, -0.0013]], "mulliken_charge": [1.31, -0.72, -0.42, 0.50, -0.35, -0.26, 0.86, -0.55, -0.77, 0.19, 0.46, 0.22, 0.17, 0.22, 0.01, -0.57, -0.79, -0.62, -0.83, -0.66, 1.17, 0.05, -0.18, 0.61, 1.24, -1.00, -0.76, -1.01, 0.10, 0.15, 0.17, 0.42, 0.41, 0.42, 0.46, 0.51, 0.48, 0.50, 0.40, -1.62, 0.45, -1.23, 0.99, -1.26, 1.20, 1.12, 0.44, 0.07, -0.72, 0.27, -0.58, -0.83, -0.49, -1.24, 0.84, 0.98, -0.90, -0.77, -0.83, -0.31, 0.22, -1.50, 0.57, -2.22, -0.78, 0.36, 0.35, 0.39, 0.32, 0.51, 0.16, 0.15, 0.45, 0.43, 0.44, 0.48, 0.20, 0.53, 0.53, 0.47, 0.50, 0.48, 0.41, -0.17, 0.13, 0.62, 0.37, 0.49], "molar_mass_g_mol": 995.64, "multiplicity": 2, "total_charge": 2, "e_above_lowest_ev": 0.000, "lumo_energy_ev": [-5.669, -5.818], "e_homo_ha": [-0.458, -0.460]}